# 1
{"formula": "C28H47BrN2OP2Ru", "method": "ωB97M-V/def2-TZVPD", "elements": ["N", "C", "C", "C", "C", "C", "C", "Ru", "P", "C", "C", "C", "C", "C", "C", "C", "Br", "H", "H", "H", "H", "H", "H", "H", "H", "H", "H", "P", "C", "C", "H", "H", "H", "H", "H", "C", "C", "H", "H", "H", "H", "H", "C", "C", "H", "H", "H", "H", "H", "C", "C", "H", "H", "H", "H", "H", "C", "C", "H", "H", "H", "H", "H", "C", "C", "H", "H", "H", "H", "H", "C", "N", "C", "C", "O", "H", "H", "H", "H", "H", "H", "H"], "xyz": [[4.0679, -0.8640, -6.0769], [3.7866, -1.8699, -5.2462], [2.5178, -2.0353, -4.6707], [1.5175, -1.0823, -4.9551], [1.8226, -0.0454, -5.8677], [3.1188, 0.0287, -6.3873], [0.2748, -1.1362, -4.2431], [-1.3695, 2.4828, 0.5605], [-2.0491, 0.3815, 3.1074], [-0.7105, -0.1952, -4.3678], [-1.5893, 0.1151, -3.2705], [-2.2525, 1.3712, -3.2156], [-2.5074, 1.9498, -1.9720], [-2.0626, 1.2519, -0.8472], [-1.8225, -0.1409, -0.8596], [-1.6023, -0.7077, -2.1086], [-1.1000, 3.7291, 2.6684], [0.1805, -1.9273, -3.5069], [-0.7918, 0.4423, -5.2478], [2.3324, -2.8545, -3.9925], [1.0877, 0.7111, -6.1414], [4.5891, -2.5841, -5.0231], [3.3899, 0.8316, -7.0760], [-2.4463, 1.9046, -4.1412], [-1.3566, -1.7664, -2.1914], [-3.0163, 2.9072, -1.8462], [-1.8063, -0.6997, 0.0743], [0.7082, 2.0891, 0.1316], [-3.1081, -0.9510, 2.4294], [-4.1179, -1.5718, 3.3880], [-2.4583, -1.7211, 1.9841], [-3.6211, -0.4514, 1.5890], [-4.4090, -2.5646, 3.0210], [-3.7193, -1.6939, 4.3999], [-5.0377, -0.9751, 3.4350], [-2.6275, 1.0580, 4.7155], [-4.0772, 1.5538, 4.7277], [-1.9611, 1.9276, 4.8535], [-2.4206, 0.3422, 5.5291], [-4.1416, 2.5339, 4.2361], [-4.7640, 0.8577, 4.2273], [-4.4217, 1.6804, 5.7620], [-0.4032, -0.3847, 3.3639], [-0.4085, -1.4153, 4.4871], [0.3021, 0.4407, 3.5635], [-0.1017, -0.8303, 2.3995], [0.5998, -1.8284, 4.6211], [-0.7037, -0.9622, 5.4382], [-1.0783, -2.2548, 4.2657], [1.9706, 1.3975, 1.2407], [2.2627, 2.1728, 2.5299], [2.9040, 1.2555, 0.6758], [1.6046, 0.3855, 1.4904], [3.0259, 2.9457, 2.3597], [1.3644, 2.6591, 2.9347], [2.6567, 1.4878, 3.2935], [0.7640, 3.9184, 0.0292], [-0.5707, 4.5593, -0.3729], [1.5177, 4.0998, -0.7453], [1.1659, 4.3020, 0.9738], [-0.6782, 5.5105, 0.1519], [-0.5631, 4.7300, -1.4517], [-1.5738, 4.0230, -0.1838], [1.0633, 1.5930, -1.6096], [2.3188, 0.7683, -1.8466], [1.0446, 2.5010, -2.2339], [0.1891, 1.0080, -1.9257], [2.5456, 0.7509, -2.9204], [3.1797, 1.1750, -1.3085], [2.1324, -0.2666, -1.5300], [1.3936, -4.7754, -0.5395], [1.6706, -3.6995, 0.4002], [2.4888, -3.9903, 1.5718], [1.3638, -2.4274, 0.0810], [0.8672, -2.0661, -0.9955], [1.9009, -5.6680, -0.1681], [1.7546, -4.5350, -1.5451], [0.3167, -4.9796, -0.5969], [3.4644, -3.4849, 1.5053], [1.9851, -3.6353, 2.4825], [2.6381, -5.0738, 1.6256], [1.5999, -1.7180, 0.9031]], "lowdin_spin": [0.7791, 0.0741, 0.1037, 0.0012, 0.0991, 0.0717, 0.2320, 0.9602, 0.4422, -0.0228, 0.1507, 0.0606, 0.0766, 0.2226, 0.0449, 0.0443, 0.3090, 0.0072, -0.0031, 0.0073, 0.0069, 0.0154, 0.0143, 0.0015, -0.0002, 0.0035, 0.0033, -0.0241, 0.0708, 0.0244, 0.0031, 0.0110, 0.0071, 0.0001, 0.0004, 0.0504, 0.0010, 0.0022, 0.0137, 0.0003, 0.0001, 0.0003, 0.0591, 0.0312, 0.0006, 0.0013, 0.0067, 0.0006, 0.0004, -0.0064, 0.0003, -0.0014, -0.0008, 0.0000, 0.0006, -0.0001, 0.0045, 0.0229, 0.0004, 0.0015, 0.0017, 0.0046, 0.0087, -0.0022, 0.0004, -0.0004, -0.0004, -0.0001, 0.0001, 0.0002, 0.0000, 0.0001, 0.0000, 0.0000, -0.0004, 0.0000, 0.0000, 0.0000, 0.0000, 0.0000, 0.0000, 0.0000], "largest_force_ev_per_a": 4.48, "charge": 4, "orbital_gap_ev": [5.484, 4.254], "spin_multiplicity": 5, "s_squared": 6.162, "e_tot_ha": -4629.7311}

=====

# 2
{"formula": "C5H12N", "method": "ωB97M-V/def2-TZVPD", "elements": ["C", "C", "C", "C", "C", "N", "H", "H", "H", "H", "H", "H", "H", "H", "H", "H", "H", "H"], "xyz": [[-1.3987, -0.7254, 1.1048], [-0.5629, -1.1466, -0.1171], [0.9096, -0.8223, -0.1282], [1.6199, 0.2936, -0.5986], [1.2651, 1.1326, -1.7862], [-1.1748, 0.6680, 1.6165], [-1.2347, -1.3913, 1.9512], [-2.4433, -0.8820, 0.8536], [-1.0916, -0.8348, -1.0347], [-0.6040, -2.2253, -0.2713], [1.5781, -1.6871, -0.0495], [2.6895, 0.2741, -0.3747], [2.1436, 1.1064, -2.4396], [1.2044, 2.1764, -1.4506], [0.3708, 0.8057, -2.3044], [-1.9382, 1.3389, 1.4853], [-0.5180, 1.1086, 0.9767], [-0.8149, 0.8102, 2.5668]], "lowdin_spin": [0.0137, 0.0639, 0.4259, 0.3081, 0.0713, 0.0050, 0.0004, -0.0004, 0.0189, 0.0003, 0.0231, 0.0186, 0.0087, 0.0373, 0.0001, 0.0001, 0.0047, 0.0004], "largest_force_ev_per_a": 1.86, "charge": 2, "orbital_gap_ev": [10.446, 9.227], "spin_multiplicity": 2, "s_squared": 0.754, "de_lowest_kcal_mol": 19.06, "e_tot_ha": -251.6901}

=====

# 3
{"formula": "C7H28N8O7", "method": "ωB97M-V/def2-TZVPD", "elements": ["C", "O", "H", "H", "H", "H", "C", "O", "H", "H", "H", "H", "C", "O", "H", "H", "H", "H", "C", "O", "N", "N", "H", "H", "H", "H", "C", "O", "N", "N", "H", "H", "H", "H", "C", "O", "N", "N", "H", "H", "H", "H", "C", "O", "N", "N", "H", "H", "H", "H"], "xyz": [[-0.4139, 4.3768, 4.8087], [-1.1689, 5.2452, 5.6901], [-0.9226, 3.4221, 4.6748], [-0.3782, 4.9380, 3.8750], [0.5833, 4.2450, 5.2288], [-1.8524, 5.6262, 5.1340], [0.5754, 8.4153, 2.0338], [-0.1469, 8.4976, 3.2159], [1.6208, 8.6890, 2.1754], [0.4996, 7.3852, 1.6854], [0.1360, 9.1612, 1.3714], [0.4695, 8.3014, 3.9252], [0.6352, 8.0212, 9.0026], [0.7995, 6.9275, 8.1390], [0.3681, 8.8621, 8.3627], [-0.3005, 7.8513, 9.5352], [1.5114, 8.0974, 9.6466], [1.2270, 6.2522, 8.6708], [0.9842, 7.5222, 5.3478], [1.2249, 7.4900, 4.1478], [0.3700, 6.6166, 6.0116], [1.2641, 8.4808, 6.1722], [0.4240, 6.7144, 7.0154], [-0.1538, 5.9091, 5.5163], [1.9873, 8.9968, 5.6917], [1.1582, 8.3823, 7.1718], [3.6282, 9.5200, 5.1301], [2.7428, 10.1538, 5.6980], [4.8698, 9.9586, 4.9707], [3.3542, 8.4694, 4.3588], [5.1237, 10.8649, 5.3372], [5.5922, 9.5401, 4.4022], [4.0649, 8.0576, 3.7711], [2.4042, 8.1265, 4.3533], [2.4916, 4.3713, 3.7886], [2.7451, 3.2464, 3.3688], [2.1662, 5.4156, 3.0943], [2.7044, 4.7080, 5.0151], [2.2940, 6.3525, 3.4492], [2.0457, 5.3252, 2.0956], [2.9708, 3.9540, 5.6321], [2.4824, 5.6264, 5.3719], [-2.0751, 7.1854, 8.3686], [-1.8861, 8.3333, 8.2280], [-1.6561, 6.2956, 7.5764], [-2.5574, 6.7047, 9.4630], [-1.5757, 5.3303, 7.8626], [-1.0997, 6.5722, 6.7801], [-2.8175, 7.2835, 10.2487], [-2.4961, 5.6966, 9.4642]], "mulliken_charge": [-1.0527, -0.6534, 0.3205, 0.2815, 0.2961, 0.3548, -0.7635, -0.7435, 0.1409, 0.1848, 0.3553, 1.0065, -1.0083, -0.4673, 0.4208, 0.3447, 0.3401, 0.2544, -0.3876, -0.7090, -0.3323, -0.1699, 0.6957, 0.1343, 0.2393, -0.0617, 0.2603, -0.6471, -0.3989, -0.2592, 0.2631, 0.1555, 0.2724, 0.5986, 0.5495, -0.7365, -0.0513, -0.3810, 0.2459, 0.1822, 0.1850, 0.1978, 0.6379, -0.6487, -0.3864, -0.3781, 0.1059, 0.8074, 0.2558, 0.1497], "largest_force_ev_per_a": 8.44, "orbital_gap_ev": 7.941, "spin_multiplicity": 1, "de_lowest_kcal_mol": 307.93, "e_tot_ha": -1247.8860}